[1]
97
Properties=species:S:1:pos:R:3:forces:R:3 method="wB97M-V/def2-TZVPD" homo_lumo_gap_ev=7.432 lumo_ev=-2.307 homo_ev=-9.738 total_charge=+1
Y -0.04181 0.64610 -0.90865 1.08 -0.30 -0.15
C 3.94935 -4.53420 -2.11068 -0.05 -0.04 -0.05
C 2.99741 -3.94402 -1.07282 0.11 0.01 0.14
C 1.63185 -4.63030 -1.12119 -0.04 -0.09 -0.05
C 0.76973 -4.56005 0.14622 0.06 0.35 0.18
C 1.37066 -5.43329 1.24162 -0.02 -0.04 -0.05
C -0.65845 -4.96576 -0.17842 0.02 -0.15 -0.10
N 0.74277 -3.11517 0.63867 -0.01 0.05 -0.17
C -0.11244 -2.83833 1.84462 0.01 0.01 -0.32
C 0.71422 -2.12117 2.89473 0.05 -0.16 0.27
N 1.09402 -0.76450 2.54975 -0.07 -0.01 -0.23
C 0.10783 0.18505 3.02730 -0.01 0.17 0.34
C -1.08997 0.40293 2.09246 0.53 -0.26 -0.26
O -2.08789 0.94525 2.48539 -0.21 0.02 0.07
O -0.85969 0.00018 0.86008 -0.75 -0.14 1.21
C 2.50402 -0.48036 2.84698 -0.06 -0.11 -0.08
C 2.82033 -0.59046 4.33953 0.04 0.05 0.08
C 3.07025 0.86346 2.35979 0.05 0.08 0.18
C 2.87277 1.50978 0.96918 -0.10 -0.15 -0.14
C 4.08467 2.41725 0.71439 -0.02 0.07 0.03
C 1.65395 2.43530 0.94424 0.01 -0.08 0.11
N 2.66750 0.53294 -0.15271 0.00 0.12 -0.13
C 3.87513 -0.23172 -0.56743 0.05 0.06 0.05
C 3.87525 -1.75184 -0.45630 0.11 -0.03 -0.01
N 2.84075 -2.48670 -1.17219 -0.07 -0.05 0.21
C 2.47867 -1.99428 -2.48524 0.09 0.02 -0.25
C 1.29418 -1.06977 -2.33508 0.00 -0.08 0.18
O 1.32494 0.11699 -2.73102 0.22 -0.22 -0.22
O 0.29993 -1.50028 -1.64577 0.05 -0.34 -0.24
H 4.23381 -5.55145 -1.84602 -0.02 -0.04 0.03
H 4.86218 -3.94617 -2.19115 0.04 0.04 0.01
H 3.48033 -4.57421 -3.09470 0.03 0.00 -0.04
H 3.44324 -4.11587 -0.08637 0.00 -0.01 -0.01
H 1.76673 -5.69683 -1.31495 0.07 0.00 -0.06
H 1.06569 -4.24023 -1.96986 -0.05 0.05 0.00
H 1.27141 -6.47653 0.94770 0.02 -0.05 -0.01
H 0.86666 -5.32015 2.19817 -0.06 -0.01 0.05
H 2.43040 -5.22977 1.39087 0.05 0.03 0.02
H -0.62747 -5.91602 -0.71083 -0.06 -0.03 0.01
H -1.14100 -4.23707 -0.82938 0.02 0.06 -0.05
H -1.26951 -5.10530 0.71036 -0.02 0.00 0.05
H 0.49785 -2.49336 -0.16745 0.04 -0.22 0.14
H 1.70312 -2.83296 0.84753 -0.07 0.03 -0.05
H -0.46154 -3.78871 2.23707 -0.02 0.02 0.05
H -0.96915 -2.26058 1.50259 0.07 0.02 0.12
H 1.62333 -2.71078 3.06777 -0.06 -0.05 -0.05
H 0.15368 -2.16818 3.84149 0.05 0.06 -0.06
H 0.56517 1.16952 3.15626 -0.02 -0.04 -0.01
H -0.29937 -0.08933 4.01044 0.04 0.06 -0.03
H 3.05858 -1.27087 2.32743 -0.01 0.06 0.03
H 2.26834 0.16722 4.89673 -0.01 0.04 0.04
H 3.88107 -0.43804 4.53262 0.05 0.02 0.00
H 2.55122 -1.56379 4.74778 -0.02 -0.04 -0.02
H 4.14621 0.75337 2.52572 0.01 -0.01 -0.05
H 2.77811 1.63591 3.07917 0.01 -0.02 0.01
H 4.10496 3.21247 1.45906 0.01 0.03 0.04
H 4.00937 2.88922 -0.26632 0.01 0.02 -0.04
H 5.03912 1.89853 0.78067 0.00 -0.03 0.00
H 1.66357 3.09171 1.81496 0.01 0.10 -0.11
H 0.70654 1.90072 1.01588 -0.03 -0.03 0.20
H 1.63443 3.05927 0.04734 0.00 -0.02 0.02
H 2.50546 1.12842 -0.96584 0.18 0.10 0.06
H 4.73403 0.08965 0.02614 -0.06 -0.03 -0.02
H 4.12060 0.05797 -1.59155 -0.04 -0.09 0.00
H 3.81581 -2.03806 0.60032 -0.04 0.01 -0.02
H 4.88678 -2.05123 -0.77763 -0.01 -0.02 -0.05
H 2.16083 -2.81984 -3.12408 0.03 0.00 0.01
H 3.28935 -1.47962 -3.00857 -0.03 -0.02 0.01
Br -5.48574 7.50432 2.40028 0.02 0.05 0.08
C -5.75848 6.51697 0.81634 0.01 -0.13 -0.05
C -6.10114 7.17907 -0.35057 0.00 -0.05 -0.08
C -6.31718 6.43968 -1.50562 -0.03 0.21 0.21
C -6.14728 5.06859 -1.48549 -0.38 -0.10 -0.74
C -5.82308 4.40616 -0.31616 0.04 -0.10 0.20
C -5.63013 5.13423 0.84601 -0.01 0.07 0.00
N -6.47877 4.36806 -2.72613 -0.23 0.53 0.74
N -5.68990 3.57844 -3.22915 0.95 -0.36 0.10
C -4.35215 3.40523 -2.66649 -0.55 -0.29 -0.42
C -3.46622 4.42464 -2.49750 0.38 0.00 0.11
C -2.13748 4.17295 -2.07884 -0.24 0.24 -0.18
C -1.69501 2.90011 -1.84905 0.33 -0.29 0.16
O -0.45633 2.60174 -1.42993 -0.82 0.93 -0.38
C -2.61557 1.82000 -2.05604 0.06 -0.13 -0.02
N -2.16102 0.54247 -1.83570 -0.46 0.42 -0.23
C -2.97518 -0.47503 -2.00145 -0.12 0.10 -0.14
C -4.30267 -0.31548 -2.43063 0.17 -0.10 0.08
C -4.77231 0.94477 -2.66475 -0.04 0.18 -0.01
C -3.93140 2.06521 -2.46982 -0.18 -0.07 -0.12
H -6.21715 8.25338 -0.35499 0.00 0.01 0.00
H -6.62439 6.92734 -2.42048 0.00 0.00 -0.04
H -5.71603 3.32862 -0.30013 -0.03 0.02 -0.01
H -5.38208 4.63285 1.77022 0.01 -0.01 0.02
H -3.77799 5.44339 -2.67513 0.01 0.06 -0.02
H -1.44554 4.99179 -1.94139 -0.01 0.05 0.01
H -2.56724 -1.46054 -1.80623 0.01 0.01 0.00
H -4.92665 -1.18438 -2.57196 -0.04 -0.03 -0.01
H -5.78577 1.10338 -3.00603 -0.04 0.02 -0.01

=====

[2]
135
Properties=species:S:1:pos:R:3:forces:R:3 method="wB97M-V/def2-TZVPD" smiles="CCCCCCCCCCCCCCCCCC[C@]1(S)OS(=O)(=O)O[C@@]1(CN)N=C(C)C.ClC(Cl)(Cl)Cl.ClC(Cl)(Cl)Cl.ClC(Cl)(Cl)Cl.ClC(Cl)(Cl)Cl.ClC(Cl)(Cl)Cl.ClC(Cl)(Cl)Cl.ClC(Cl)(Cl)Cl.ClC(Cl)(Cl)Cl.ClC(Cl)(Cl)Cl.ClC(Cl)(Cl)Cl.ClC(Cl)(Cl)Cl" homo_lumo_gap_ev=8.598 lumo_ev=-0.185 homo_ev=-8.783
C 1.77683 3.73851 2.25258 -0.35 -0.43 0.12
C 0.58228 3.18951 1.43267 0.49 0.77 0.46
C 0.05827 4.22628 0.40396 -0.65 -0.78 0.32
C -0.26420 3.60803 -0.97475 0.73 0.13 -0.01
C 0.43932 4.26870 -2.16076 -0.25 1.12 0.39
C 1.92464 4.61640 -1.97494 -0.02 -1.09 -0.17
C 2.78504 3.54863 -1.23507 0.55 0.58 -0.62
C 3.95290 3.03009 -2.10603 -0.25 -0.72 0.24
C 3.69518 1.67566 -2.82745 -0.23 0.61 0.13
C 2.23534 1.44895 -3.24083 0.50 -0.01 0.01
C 2.06052 0.33730 -4.28159 0.21 -0.13 0.54
C 1.93898 -1.08666 -3.70871 -0.91 0.58 0.27
C 0.75064 -1.31039 -2.72091 0.44 0.01 -0.42
C 1.26611 -1.95387 -1.42990 -0.64 -0.51 -0.30
C 0.24696 -2.21929 -0.29930 0.61 0.33 0.13
C -0.85705 -1.18588 -0.08806 -0.08 -0.59 0.18
C -2.10513 -1.38046 -0.97648 0.51 0.70 0.06
C -3.37781 -1.74037 -0.20199 0.68 -0.09 -0.50
C -4.15067 -0.56532 0.37118 0.63 -0.32 1.22
S -3.19604 0.73554 1.23245 0.57 0.68 -0.47
O -4.94038 -1.19285 1.42796 -1.30 -0.08 -0.49
S -6.23020 -0.32285 1.78748 0.15 0.93 1.15
O -7.38719 -1.11289 1.98823 -0.19 -1.17 -1.52
O -6.00846 0.52364 2.90451 1.00 0.66 0.07
O -6.21535 0.56035 0.44909 0.25 -0.49 0.86
C -5.15554 0.16889 -0.53825 -0.31 -1.10 -0.55
C -5.95831 -0.81160 -1.43448 0.53 -0.14 -0.65
N -5.39666 -0.86190 -2.78932 0.00 0.14 0.17
N -4.62572 1.32022 -1.10708 -0.91 -0.06 1.25
C -5.39796 2.26028 -1.51639 -0.12 0.32 -0.71
C -5.58721 3.50558 -0.71385 0.65 -0.01 -0.22
C -6.12568 2.24734 -2.83571 0.00 0.67 0.27
H 1.43888 4.11296 3.21827 -0.02 0.17 0.01
H 2.27552 4.55720 1.73999 0.21 -0.04 -0.07
H 2.48745 2.94279 2.47560 0.18 0.08 -0.07
H -0.19448 2.96911 2.16578 -0.19 -0.23 -0.23
H 0.85065 2.24535 0.96057 0.03 0.03 -0.16
H 0.74943 5.06524 0.34430 0.08 0.01 -0.18
H -0.87239 4.60449 0.83175 0.05 0.34 -0.13
H -1.33096 3.65030 -1.16236 -0.24 -0.26 -0.01
H 0.05338 2.56758 -0.94981 -0.27 -0.27 0.01
H 0.28603 3.69258 -3.07069 -0.02 -0.21 0.03
H -0.07958 5.21994 -2.32861 0.01 0.02 -0.21
H 2.07674 5.59234 -1.50929 -0.43 -0.24 -0.02
H 2.35079 4.70522 -2.97670 -0.02 0.25 -0.04
H 3.22368 4.04257 -0.37118 -0.02 -0.17 0.22
H 2.23041 2.68875 -0.87223 -0.29 0.10 0.10
H 4.23571 3.77524 -2.84925 0.04 0.16 0.07
H 4.80410 2.87663 -1.44500 0.19 0.07 -0.15
H 4.03195 0.87707 -2.16421 -0.01 -0.20 -0.13
H 4.30851 1.66108 -3.72918 0.18 -0.18 0.03
H 1.84358 2.37586 -3.65486 0.00 0.11 -0.06
H 1.66953 1.25643 -2.33051 -0.33 -0.12 -0.06
H 2.95204 0.34540 -4.91376 -0.12 0.08 -0.25
H 1.20430 0.58763 -4.90770 -0.12 -0.23 -0.08
H 1.79476 -1.75342 -4.55612 0.37 -0.27 0.02
H 2.84620 -1.33609 -3.15958 0.25 -0.12 -0.28
H 0.03226 -1.96665 -3.21158 -0.07 -0.10 0.14
H 0.20931 -0.37971 -2.55294 0.08 0.19 0.23
H 2.14648 -1.41101 -1.07914 -0.13 0.24 0.19
H 1.63675 -2.94036 -1.72662 0.28 0.03 0.02
H 0.81969 -2.22188 0.62920 0.00 -0.23 -0.03
H -0.15256 -3.23052 -0.39506 -0.26 0.01 -0.09
H -0.42656 -0.19188 -0.17122 -0.08 0.24 -0.11
H -1.17108 -1.28644 0.95238 0.00 0.10 0.03
H -1.87682 -2.14985 -1.71317 -0.16 -0.18 -0.01
H -2.24904 -0.45732 -1.54750 -0.25 -0.04 -0.05
H -3.99098 -2.35357 -0.86147 -0.41 0.16 0.11
H -3.14413 -2.38786 0.64269 0.20 -0.01 0.06
H -2.65886 0.00788 2.23569 -0.32 -0.29 -0.32
H -5.94952 -1.81114 -0.99245 -0.24 0.13 0.42
H -6.98942 -0.46682 -1.46389 -0.07 0.04 -0.10
H -4.38373 -0.89028 -2.73234 -0.02 -0.02 -0.14
H -5.70898 -1.70097 -3.26341 0.07 0.01 0.00
H -5.17389 3.38222 0.28142 -0.11 0.00 0.12
H -6.64900 3.74293 -0.71840 -0.08 0.08 0.15
H -5.06637 4.32944 -1.21371 -0.09 0.08 -0.02
H -5.35400 2.24663 -3.60471 -0.10 -0.44 -0.18
H -6.69790 3.16447 -2.96486 -0.06 0.04 0.05
H -6.80318 1.40603 -2.92454 0.23 -0.32 -0.18
C -0.63061 -4.89273 -5.27975 0.09 -0.15 -0.05
Cl 1.02707 -4.74498 -4.68549 -0.04 0.02 0.01
Cl -1.26479 -6.49131 -4.87852 0.58 0.01 -0.30
Cl -1.63737 -3.65470 -4.51338 -0.07 0.02 -0.03
Cl -0.65483 -4.66549 -7.03078 -0.01 0.01 0.06
C -2.44602 -2.21897 5.08371 -0.13 0.04 -0.01
Cl -2.23010 -1.91327 6.81031 0.02 -0.01 -0.05
Cl -2.49579 -3.96406 4.79587 0.05 0.00 -0.02
Cl -3.94987 -1.48299 4.53098 0.11 0.01 0.07
Cl -1.08420 -1.51966 4.18730 0.01 -0.02 0.00
C 2.96566 -3.77593 2.41277 -0.08 -0.07 0.08
Cl 4.24763 -4.16073 3.56418 -0.05 -0.01 -0.05
Cl 2.95925 -2.04083 2.08470 0.19 0.09 0.09
Cl 3.24488 -4.65246 0.89952 -0.01 0.04 -0.01
Cl 1.40161 -4.24044 3.09200 -0.04 0.28 0.03
C -5.15905 -7.05792 -3.12979 -0.05 0.06 0.06
Cl -5.07107 -7.42839 -1.40403 0.00 0.01 -0.04
Cl -4.91804 -8.53975 -4.06412 0.00 0.03 0.01
Cl -6.74705 -6.37619 -3.50640 0.03 -0.02 0.01
Cl -3.89728 -5.89417 -3.54862 -0.60 0.02 0.30
C 5.82870 6.46939 -1.09343 -0.09 0.05 0.05
Cl 5.99499 6.61808 -2.84672 0.00 -0.01 0.03
Cl 4.11550 6.57677 -0.65764 0.50 0.18 -0.04
Cl 6.47840 4.91782 -0.56477 -0.08 0.06 -0.04
Cl 6.73525 7.77220 -0.30393 -0.07 -0.07 -0.20
C 2.98481 8.33758 2.86732 0.07 0.01 0.04
Cl 2.54293 9.89145 3.58343 0.00 -0.04 -0.02
Cl 3.03783 7.10015 4.12831 -0.01 0.01 -0.04
Cl 1.77695 7.88597 1.65403 0.00 0.00 0.02
Cl 4.57289 8.46593 2.10443 -0.12 0.06 0.18
C 1.06548 -8.18345 3.74504 -0.05 0.02 -0.01
Cl -0.65068 -7.77363 3.62365 0.01 0.04 0.01
Cl 1.25287 -9.93624 3.62630 -0.06 0.07 -0.01
Cl 1.94421 -7.37944 2.43307 -0.18 -0.31 0.00
Cl 1.69598 -7.62249 5.29847 0.00 0.00 -0.04
C 6.99422 -5.35310 6.41047 0.02 0.00 0.00
Cl 7.91645 -5.47709 7.91243 -0.03 0.00 -0.03
Cl 5.35110 -5.95185 6.67400 0.02 0.00 -0.02
Cl 6.92893 -3.66252 5.89574 -0.01 -0.03 0.01
Cl 7.77169 -6.32369 5.15745 0.06 0.28 0.06
C 5.98290 -9.86177 3.34666 -0.04 0.00 0.08
Cl 6.99465 -9.56751 1.92685 -0.01 0.00 0.03
Cl 6.85969 -9.38414 4.80426 -0.05 -0.28 -0.06
Cl 4.50139 -8.90769 3.22280 0.36 -0.07 -0.06
Cl 5.57474 -11.58052 3.43351 0.00 0.03 -0.01
C 9.26568 6.07957 2.19064 -0.04 -0.02 0.00
Cl 10.37017 5.74312 3.52851 -0.01 0.01 -0.03
Cl 9.48330 7.74921 1.65293 0.12 0.02 0.10
Cl 9.61475 4.98434 0.84698 0.08 0.03 0.09
Cl 7.59987 5.84758 2.73427 0.05 0.01 0.02
C -10.12192 2.24243 1.15529 0.06 -0.03 0.07
Cl -10.03104 3.73956 2.09366 -0.01 -0.01 -0.03
Cl -11.04396 1.03606 2.05646 0.02 0.04 -0.03
Cl -10.92473 2.56638 -0.39046 0.00 0.01 0.01
Cl -8.49209 1.63529 0.85169 -0.71 0.45 -0.12